Run a
Below is a 2-piece molecular cluster, C9H14 overall, with properties calculated with the ωB97M-V functional and the def2-TZVPD basis.

Each line ends with the Mulliken charge.
Atoms and positions in Å:
C (-1.759, -0.002, 2.048)  -1.57
C (1.601, -1.757, 0.019)  -0.45
C (0.346, -2.305, -0.128)  -0.42
C (1.768, -0.663, 0.878)  -0.39
C (0.768, 1.540, -2.104)  -0.62
C (0.706, -0.178, 1.611)  -0.36
C (-0.719, -1.783, 0.605)  -0.38
C (-0.660, 1.944, -1.780)  -0.68
C (-0.588, -0.647, 1.391)  0.70
H (0.985, 1.501, -3.166)  0.33
H (-2.650, 0.056, 1.405)  0.34
H (1.554, 2.086, -1.582)  0.28
H (-1.703, -2.215, 0.451)  0.35
H (0.165, -3.152, -0.787)  0.36
H (0.854, 0.641, 2.300)  0.33
H (2.713, -0.134, 0.826)  0.38
H (-1.540, 1.041, 2.305)  0.35
H (-0.875, 1.791, -0.728)  0.11
H (2.506, -2.088, -0.478)  0.36
H (0.910, 0.529, -1.700)  0.04
H (-2.137, -0.458, 2.965)  0.38
H (-1.321, 1.274, -2.325)  0.25
H (-0.923, 2.977, -2.026)  0.31

Computed properties:
* lowest unoccupied orbital energy: 1.0 eV
* 2S+1: 1
* Kohn-Sham gap: 10.1 eV

---

Run b
Below is a 2-piece molecular cluster, C9H14 overall, with properties calculated with the ωB97M-V functional and the def2-TZVPD basis.

Each line ends with the Mulliken charge.
Atoms and positions in Å:
C (-2.429, 0.067, -1.321)  -0.27
C (-2.101, -1.356, -3.215)  -0.49
C (-0.153, -0.592, -1.885)  0.79
C (-2.933, -0.460, -2.549)  -0.54
C (-1.137, 0.026, -0.987)  -0.36
C (-0.633, -1.271, -2.959)  -0.27
C (2.057, 1.599, 3.330)  -1.03
C (1.243, 0.489, 4.067)  -0.91
C (1.358, -0.561, -1.446)  -1.35
H (-3.964, -0.283, -2.784)  0.37
H (1.545, -1.455, -0.776)  0.26
H (1.954, -0.720, -2.304)  0.39
H (0.132, -1.392, -3.791)  0.21
H (-2.966, 0.506, -0.534)  0.39
H (-2.515, -1.861, -4.065)  0.36
H (1.264, -0.527, 3.613)  0.27
H (2.193, 1.388, 2.389)  0.34
H (1.605, 0.375, -1.033)  0.38
H (3.003, 1.563, 3.643)  0.40
H (1.643, 2.570, 3.531)  0.29
H (-0.743, 0.666, -0.079)  0.13
H (0.236, 0.800, 4.051)  0.29
H (1.340, 0.431, 5.103)  0.37

Computed properties:
* lowest unoccupied orbital energy: 0.9 eV
* 2S+1: 1
* Kohn-Sham gap: 9.9 eV

---

Run c
Below is a 2-piece molecular cluster, C9H14 overall, with properties calculated with the ωB97M-V functional and the def2-TZVPD basis.

Each line ends with the Mulliken charge.
Atoms and positions in Å:
C (2.018, -0.117, -3.503)  -1.50
C (1.179, 0.455, -2.475)  0.69
C (-0.835, -0.806, 3.188)  -0.77
C (0.190, 0.191, -0.224)  0.03
C (0.341, 1.544, -2.564)  -0.30
C (-1.594, -1.629, 4.241)  -0.94
C (-0.732, 1.196, -0.535)  -0.21
C (1.164, -0.146, -1.177)  -0.41
C (-0.736, 1.893, -1.750)  -0.62
H (-1.672, 1.356, -0.010)  0.31
H (-1.310, -1.228, 5.212)  0.27
H (0.028, -0.217, 0.752)  0.02
H (0.383, 2.144, -3.502)  0.28
H (-0.818, -1.251, 2.200)  0.28
H (-1.536, -2.724, 4.270)  0.33
H (-1.390, 0.130, 3.148)  0.25
H (-1.376, 2.661, -2.156)  0.37
H (0.244, -0.628, 3.301)  0.34
H (1.658, -0.098, -4.526)  0.38
H (-2.658, -1.485, 4.033)  0.27
H (2.147, -0.525, -0.894)  0.28
H (2.339, -1.158, -3.397)  0.35
H (2.965, 0.442, -3.633)  0.31

Computed properties:
* lowest unoccupied orbital energy: 1.0 eV
* 2S+1: 1
* Kohn-Sham gap: 9.8 eV

---

The structure with the least stability is run b.